Entry 1:
11
Properties=species:S:1:pos:R:3:forces:R:3 method="wB97M-V/def2-TZVPD" total_charge=0 homo_lumo_gap_ev=8.91 homo_ev=-8.375 e_lumo_ev=0.5
O -2.188476 0.544540 -0.184560 0.5 0.4 0.8
O 0.898012 1.858834 -0.062305 -3.6 4.2 1.4
O -0.726753 -1.162321 -0.044996 1.6 -4.8 1.6
C 0.285882 0.679726 0.081934 6.6 0.0 -1.2
C -0.882452 0.100944 0.114718 -4.4 1.6 -1.0
C 1.385000 -0.272825 -0.072460 -1.3 -5.7 0.8
C 0.654532 -1.502490 0.099854 0.4 -0.7 -3.7
H -2.960439 0.310051 0.405072 2.0 0.0 -0.4
H 2.557156 -0.296080 -0.337758 -3.2 0.8 1.1
H 0.151896 2.441649 0.272159 1.8 0.4 -0.8
H 0.825646 -2.702028 -0.271656 -0.3 3.9 1.5


Entry 2:
11
Properties=species:S:1:pos:R:3:forces:R:3 method="wB97M-V/def2-TZVPD" total_charge=0 homo_lumo_gap_ev=10.69 homo_ev=-10.568 e_lumo_ev=0.1
O 2.059569 -0.312439 -1.023822 -1.8 -0.8 2.5
O -2.077064 -1.346418 -0.529457 1.1 0.5 0.1
O -1.213343 0.759657 -1.038422 -0.4 -1.1 1.5
C -1.228152 -0.518744 -0.398253 -2.4 -0.7 -1.7
C -0.074530 -0.224442 0.464381 3.6 -1.5 0.2
C 1.396225 -0.785428 -0.109975 -0.8 1.1 -1.9
C -0.367669 1.162983 0.027017 3.5 4.6 2.2
H -0.024681 -0.586563 1.517743 -0.7 0.6 -0.7
H 1.667049 -1.709348 0.419903 0.3 0.0 0.0
H -0.709328 1.771775 1.014992 -0.4 -1.1 -2.7
H 0.571926 1.788964 -0.344107 -2.0 -1.4 0.5


Entry 3:
11
Properties=species:S:1:pos:R:3:forces:R:3 method="wB97M-V/def2-TZVPD" total_charge=0 homo_lumo_gap_ev=8.54 homo_ev=-10.043 e_lumo_ev=-1.5
O -0.694377 -1.536577 -0.965305 0.3 0.2 -0.1
O 1.334013 -0.978320 2.007978 -0.5 0.1 0.1
O 0.505272 2.318332 -1.361180 -0.3 -0.2 0.0
C 0.166797 -0.680597 2.069365 0.3 -0.1 0.0
C -0.461899 1.576966 -1.244902 0.2 0.1 -0.1
C 0.276088 -0.790994 -1.062106 -0.2 -0.1 0.0
C -0.084202 0.447567 -0.473870 0.0 0.0 -0.2
H 1.242143 -1.043115 -1.521628 -0.1 0.0 0.1
H -0.196222 0.181983 2.661059 0.1 -0.1 0.0
H -0.616449 -1.253787 1.535885 0.1 0.0 0.1
H -1.471164 1.758542 -1.645297 0.1 0.0 0.0


Entry 4:
11
Properties=species:S:1:pos:R:3:forces:R:3 method="wB97M-V/def2-TZVPD" total_charge=0 homo_lumo_gap_ev=10.11 homo_ev=-9.923 e_lumo_ev=0.2
O -0.624240 -1.366429 -0.661853 0.1 0.2 -0.3
O 1.642573 1.419700 -0.262962 0.1 -0.5 -0.2
O -1.694006 1.295166 0.728891 -1.3 0.1 1.0
C -0.316634 -1.290671 0.719511 0.2 0.2 0.1
C -0.076022 -0.145546 -0.192925 0.0 0.5 0.1
C -0.905827 1.130151 -0.139985 -0.1 0.2 0.1
C 1.265177 0.329072 -0.621361 0.4 -0.2 0.1
H 1.818376 -0.315212 -1.307092 0.5 -0.2 -0.2
H -1.173710 -1.267868 1.398900 0.3 0.2 -0.3
H -0.693926 1.991233 -0.814248 0.2 -0.8 -0.3
H 0.532337 -1.902335 1.041669 -0.2 0.2 -0.1


Entry 5:
11
Properties=species:S:1:pos:R:3:forces:R:3 method="wB97M-V/def2-TZVPD" total_charge=0 homo_lumo_gap_ev=10.39 homo_ev=-9.874 e_lumo_ev=0.5
O 1.024819 -1.787402 0.227221 -1.6 -0.7 -1.9
O -1.885341 0.618744 0.477193 1.5 -0.7 -0.4
O -0.536257 0.733490 -2.655702 0.2 0.2 -0.6
C 0.705047 0.515377 -0.511985 1.3 1.4 -0.5
C 0.290909 -0.597873 0.359271 1.8 1.3 2.2
C -0.224035 0.401139 -1.551475 -1.5 0.0 -0.8
C -0.910055 0.043623 -0.294582 1.2 -0.8 2.2
H -2.648609 0.577734 -0.063224 -1.7 0.4 -0.7
H 0.893301 -1.946779 -0.722889 0.7 -0.9 0.2
H 0.486016 -0.440624 1.428259 -1.0 0.7 -0.1
H 1.421933 1.380713 -0.462141 -1.0 -1.0 0.6


Entry 6:
11
Properties=species:S:1:pos:R:3:forces:R:3 method="wB97M-V/def2-TZVPD" total_charge=0 homo_lumo_gap_ev="7.61 / 7.61" homo_ev="-7.829 / -7.831" e_lumo_ev="-0.2 / -0.2"
O -0.892935 -2.103444 -0.161482 0.0 1.3 0.0
O 1.382280 -1.693443 1.527190 -0.1 0.8 -0.5
O 1.258831 0.990191 -0.685563 0.0 0.1 0.0
C 1.372698 0.633946 0.554154 -0.1 -0.1 0.2
C 1.217000 -0.644337 1.015605 0.2 -0.5 0.3
C -0.902085 -0.954411 -0.288955 -0.2 -1.0 0.1
C -1.215369 0.329178 -0.748740 -0.1 -0.1 0.0
H 1.332184 1.381053 1.362508 -0.1 -0.2 0.0
H -0.084735 0.852783 -0.878977 0.2 -0.1 0.0
H -1.712752 0.328069 -1.721047 0.1 -0.1 0.1
H -1.755121 0.880414 0.025308 0.1 -0.1 -0.1


Entry 7:
11
Properties=species:S:1:pos:R:3:forces:R:3 method="wB97M-V/def2-TZVPD" total_charge=0 homo_lumo_gap_ev="7.11 / 7.63" homo_ev="-9.634 / -9.669" e_lumo_ev="-2.5 / -2.0"
O -0.522864 -1.743217 -0.728392 -0.2 -0.5 -0.3
O -1.897241 0.665499 0.805737 0.5 0.2 -0.2
O 1.824782 1.502217 -0.908563 -0.1 -0.4 -0.1
C 0.128974 0.145343 -0.080783 0.2 -0.2 0.3
C -0.290489 -1.239066 0.416766 0.5 0.4 0.1
C -0.861359 1.090293 0.235185 -0.5 0.2 0.3
C 1.387762 0.375773 -0.774502 0.1 0.3 0.0
H -1.318089 -0.629076 0.924138 -0.2 -0.2 -0.2
H -0.725266 2.155729 0.046020 0.0 -0.1 0.0
H 0.315355 -1.802859 1.145439 -0.3 0.1 0.1
H 1.958439 -0.520636 -1.081044 -0.1 0.1 0.0


Entry 8:
11
Properties=species:S:1:pos:R:3:forces:R:3 method="wB97M-V/def2-TZVPD" total_charge=0 homo_lumo_gap_ev=8.79 homo_ev=-9.791 e_lumo_ev=-1.0
O -0.499901 -1.909952 -0.784468 0.0 0.5 0.3
O 1.961006 0.824029 -0.701559 -0.2 -0.1 0.5
O 0.761527 -1.119632 1.826621 -0.3 0.3 -0.6
C 0.642052 -0.523422 0.783850 0.1 -0.3 0.3
C -0.462919 -0.818621 -0.272196 -0.1 -0.3 -0.2
C 1.706235 0.523160 0.436921 0.2 0.2 -0.5
C -1.389045 0.326338 -0.607829 0.1 0.0 0.0
H 2.252173 0.921448 1.315658 0.0 -0.1 -0.1
H -0.770322 1.200055 -0.831880 -0.1 0.0 0.0
H -2.015402 0.096793 -1.474541 0.2 -0.1 0.2
H -2.041692 0.576683 0.238210 0.2 -0.1 0.0


Total energy: -380.396923 -380.464847 -380.345054 -380.452529 -380.416555 -380.394495 -380.357648 -380.496282 (a.u.)